Below is the molecule C6H9ClO at a distorted geometry, with properties calculated with the ωB97M-V functional and the def2-TZVPD basis.

Structure (XYZ):
```
17
Properties=species:S:1:pos:R:3:nbo_charge:R:1
C 1.13 -1.28 -0.31 -0.402
C 0.47 -0.15 -0.11 0.018
C 0.49 1.05 -0.91 -0.671
C -0.39 0.01 1.12 -0.495
C -1.83 -0.19 0.56 0.303
O -2.14 -1.50 0.39 -0.682
C -2.86 0.67 0.20 -0.339
Cl -4.29 0.06 -0.52 0.003
H 0.95 -1.95 0.48 0.176
H 1.86 -1.61 -0.95 0.213
H 0.91 0.77 -2.01 0.215
H 1.11 1.87 -0.51 0.236
H -0.47 1.38 -1.35 0.248
H -0.33 0.95 1.81 0.252
H -0.36 -0.87 1.89 0.226
H -1.21 -1.99 0.29 0.482
H -2.84 1.72 0.24 0.215
```

For the LUMO energy, the calculation gives 0.767 eV. The total energy comes out at -769.3574 hartree. As for the frontier orbital gap: 0.3359 Eh. The HOMO energy is -8.37 eV. As for the structure (SMILES): C=C(C)C/C(O)=C/Cl.